ORCA calculation (wB97M-V/def2-TZVPD) on C21H32N4O3 in the gas phase.

Atoms and positions in Å:
C (-1.82, -2.74, -1.61)
H (-3.77, -2.34, -2.36)
H (-5.26, 2.72, -3.18)
H (-3.52, -4.00, -1.76)
H (3.53, 1.72, 3.96)
C (1.40, 1.17, 2.01)
H (-5.48, 3.70, -1.75)
H (-5.27, 0.65, -1.77)
O (3.71, -3.37, 0.93)
H (-7.68, 2.56, -1.31)
C (4.74, 0.14, 3.13)
H (5.13, -0.15, 4.11)
C (-7.21, 2.54, -2.29)
N (-0.95, -3.48, -0.84)
C (-2.88, 0.72, -0.37)
C (-5.04, 1.64, -1.34)
C (3.42, -2.29, 0.45)
C (3.94, 0.26, 0.06)
C (-5.70, 2.72, -2.18)
H (1.45, -3.96, 0.23)
C (0.19, -2.95, -1.14)
O (0.11, -1.97, -2.04)
H (6.37, -0.62, 1.00)
H (-5.48, 1.64, -0.34)
H (-1.25, 1.72, 1.59)
H (3.18, 2.27, 0.31)
H (2.71, 0.17, 3.86)
H (-7.46, 1.58, -2.75)
C (5.64, -1.39, 1.21)
C (1.55, -3.35, -0.67)
H (-3.30, 2.78, -0.80)
H (2.02, -3.97, -1.44)
H (1.20, 1.06, -0.14)
H (3.08, 0.14, -0.60)
H (2.09, -1.31, -0.81)
H (5.49, 0.83, 2.72)
H (-7.67, 3.32, -2.90)
N (2.35, -2.18, -0.38)
C (-3.29, -2.95, -1.60)
C (3.41, 0.83, 3.34)
C (4.64, -1.09, 2.27)
C (0.76, 1.60, 0.70)
H (4.24, -1.97, 2.77)
H (1.00, 2.66, 0.54)
C (-0.72, 1.41, 0.70)
H (5.95, -2.41, 1.06)
H (-3.69, -2.67, -0.62)
N (-1.25, -1.83, -2.34)
C (4.21, -1.04, 0.80)
C (3.63, 1.49, 0.94)
H (-0.84, 0.54, -1.19)
H (-3.09, 1.79, -2.23)
H (4.55, 1.92, 1.33)
C (-1.39, 0.86, -0.31)
H (-3.29, 0.76, 0.64)
C (-3.53, 1.80, -1.23)
H (4.77, 0.51, -0.60)
N (2.77, 1.20, 2.07)
H (-3.14, -0.26, -0.78)
O (0.73, 0.85, 2.97)

- net charge = 0
- energy relative to the best compared isomer or geometry (same formula, charge and spin) (kJ/mol) = 327.7
- orbital gap (eV) = 9.79
- electronic energy (a.u.) = -1264.12766
- LUMO level (eV) = 0.64
- HOMO energy (Ha) = -0.336
- SMILES = CCCCC/C=C/CC(=O)N1CC[C@@H]2C[C@]2(C(=O)NCc2nc(C)no2)CC1